Entry from OMol25: a molecular structure, C20H32KN2O9S5 (ωB97M-V/def2-TZVPD).

Calculated values
HOMO-LUMO gap, eV: 8.17
Energy above the lowest of the compared OMol25 structures with the same formula, charge and spin, eV: 0.785

```
! RIJCOSX wB97M-V def2-TZVPD def2/J DEFGRID3
* xyz -1 1
K -0.380 0.750 -0.350
S -3.059 1.536 -1.652
S 0.162 -2.367 4.084
S 0.325 1.299 -3.343
S -3.463 -0.547 5.359
S -1.969 -0.250 2.287
O 2.234 0.186 -0.127
O 1.040 1.447 2.429
O 2.490 -2.392 0.674
O -4.486 1.786 -1.603
O -2.704 0.140 -1.406
O -2.285 2.470 -0.840
O 1.267 1.430 -4.438
O 0.213 -0.068 -2.835
O 0.561 2.258 -2.261
N 3.818 -2.959 -1.080
N 1.839 2.889 0.874
C -2.573 1.839 -3.406
C 4.426 -2.603 -2.353
C -3.667 2.200 -4.185
C -3.574 2.446 -5.548
C -2.017 -1.586 5.732
C -4.131 -1.224 3.810
C -1.116 -2.868 2.908
C -1.441 -1.903 1.772
C -1.315 1.728 -4.042
C 3.048 -2.089 -0.366
C -2.346 2.331 -6.169
C 2.821 0.641 1.081
C 2.989 -0.672 -0.925
C -3.737 -0.479 2.532
C -0.664 -1.144 5.148
C 0.711 3.800 1.033
C -1.240 1.978 -5.408
C 3.949 -4.330 -0.630
C 2.749 3.220 -0.219
C 1.856 1.725 1.557
H -2.254 -2.615 5.465
H -2.229 2.512 -7.230
H -3.873 -2.281 3.752
H 2.835 -0.146 1.835
H -0.755 -0.200 4.622
H 2.332 2.905 -1.177
H -0.273 1.893 -5.883
H 5.292 -1.948 -2.224
H -1.965 -1.568 6.822
H -4.141 0.533 2.549
H -0.036 3.340 1.672
H -2.019 -3.140 3.452
H 5.003 -4.611 -0.569
H 2.885 4.302 -0.234
H 2.482 -0.693 -1.894
H 3.442 -5.016 -1.314
H 4.767 -3.514 -2.840
H 3.718 -2.116 -3.023
H -4.624 2.281 -3.689
H 0.054 -1.005 5.959
H -0.728 -3.796 2.479
H -4.164 -0.973 1.656
H -4.464 2.722 -6.102
H 3.728 2.772 -0.070
H 4.006 -0.286 -1.080
H -5.217 -1.176 3.920
H 0.270 4.000 0.054
H 3.839 0.999 0.891
H 3.497 -4.413 0.353
H -2.220 -2.334 1.135
H 1.038 4.740 1.484
H -0.561 -1.790 1.134
*
```